[1]
Density functional theory data (ωB97M-V/def2-TZVPD) for 2 unconnected molecules or ions with the total composition C10H15NO2 at a distorted geometry.

```
28
Properties=species:S:1:pos:R:3:forces:R:3:mulliken_charge:R:1
C 0.39838 3.43191 -0.73079 -0.8 0.1 0.3 -1.49
C 0.20679 2.06045 -1.27858 0.6 -1.5 0.4 0.51
C 1.14941 1.03677 -1.06839 -0.6 0.8 -0.9 -0.32
C 0.88935 -0.25951 -1.48387 0.8 -0.9 0.3 -0.51
C -0.30773 -0.64637 -2.06626 -0.4 1.6 -0.2 0.28
O -0.65636 -1.92429 -2.45610 0.7 0.4 -0.6 -0.57
C -1.21144 0.38671 -2.34351 0.0 -0.6 0.0 -0.39
C -0.94876 1.68220 -1.95011 -0.2 0.9 0.1 -0.38
H 1.26443 3.47119 -0.07655 0.3 0.3 -0.4 0.36
H -0.44753 3.70204 -0.08441 0.0 -0.2 -0.1 0.33
H 0.36254 4.15783 -1.53701 0.6 0.3 0.0 0.37
H 2.14843 1.25568 -0.72384 0.0 0.1 0.5 0.37
H 1.69935 -0.95197 -1.27008 -0.3 -0.4 -0.2 0.35
H -0.94129 -2.38080 -1.68287 -0.3 -0.7 0.8 0.31
H -2.12718 0.12335 -2.85829 0.0 0.1 0.0 0.42
H -1.64901 2.49547 -2.13052 -0.3 -0.3 -0.2 0.38
C -1.38326 -1.32654 2.32068 -0.8 0.6 -0.3 -1.30
C -0.09095 -0.62560 1.85855 -0.3 -0.3 1.1 0.50
C 1.13729 -1.43784 2.23574 1.8 0.3 -1.4 0.47
N 1.26469 -2.61557 1.53744 -1.2 -0.1 -0.2 -0.33
O 2.06835 -1.01538 2.88845 -0.3 0.2 0.6 -0.63
H -1.24650 -2.37678 2.56855 0.0 0.0 -0.1 0.37
H -2.17008 -1.23384 1.56510 0.2 -0.3 -0.1 0.35
H -1.84725 -0.83395 3.17674 0.4 -0.1 0.2 0.32
H -0.10126 -0.44296 0.79189 0.1 -0.2 -0.2 -0.47
H 0.01177 0.35254 2.32423 0.1 -0.1 0.1 0.34
H 2.06897 -3.22658 1.48577 -0.1 0.5 0.5 0.21
H 0.45887 -2.85817 0.98804 0.2 -0.4 -0.1 0.15
```
Positions in Å, forces in eV/Å.

## Properties
SMILES string   Cc1ccc(O)cc1.CCC(N)=O
Total charge   0
ΔE to the lowest compared entry with this formula, charge and spin   68.38 kJ/mol
Lowest unoccupied orbital energy   0.016 hartree
E_tot   -595.27963 a.u.
Frontier orbital gap   9.438 eV

[2]
Density functional theory data (ωB97M-V/def2-TZVPD) for a gas-phase ion, C10H15NO2P (charge +1) at a distorted geometry.

```
29
Properties=species:S:1:pos:R:3:forces:R:3:mulliken_charge:R:1
C -3.78308 -2.63829 0.35204 2.1 -0.1 -0.6 -0.40
P -4.32873 -1.18906 -0.30211 -1.3 -1.7 0.3 -0.04
C -2.84361 -0.27170 0.16830 0.5 -0.6 -0.3 0.44
O -1.82673 -0.70761 0.58729 0.5 0.4 0.5 -0.40
N -2.87060 1.15861 -0.18947 -2.0 0.5 0.0 0.23
C -3.89289 1.93117 -0.05602 0.8 -0.9 2.5 -0.25
C -1.59749 1.87464 -0.24279 2.4 -1.4 -1.3 0.60
O -1.55233 2.86195 0.39788 0.2 1.6 0.7 -0.48
C -0.52173 1.15913 -0.91486 1.6 1.7 1.1 -1.00
C 0.73581 1.35907 -0.43367 -1.1 -0.1 0.1 -0.05
C 1.88407 0.60289 -0.84350 3.2 0.2 1.1 -0.52
C 2.65318 -0.18191 0.32643 0.3 -0.2 -0.3 0.43
C 2.03759 -1.46901 0.72920 -1.7 -2.6 -1.7 -1.19
C 4.18666 -0.34901 -0.04668 -1.9 -0.2 -1.6 -1.36
H -4.13185 -3.64216 0.17701 -1.2 0.1 0.0 0.33
H -2.72506 -2.77983 0.72226 -1.3 0.8 0.0 0.22
H -4.76725 1.62520 0.54365 -0.1 -0.2 -1.3 0.33
H -3.55925 2.94948 -0.02100 -0.6 0.9 -0.6 0.39
H -0.57089 0.53845 -1.76814 -0.9 -0.9 -0.5 0.46
H 0.99149 2.07598 0.33716 -0.7 0.1 0.3 0.41
H 2.75268 1.30068 -0.83880 -1.0 0.4 -1.3 0.17
H 1.80411 0.04743 -1.76560 0.0 -0.3 -0.2 0.39
H 2.67947 0.44277 1.20782 -0.3 0.7 0.2 0.33
H 2.17681 -2.26843 -0.15874 -0.4 1.6 2.0 0.28
H 2.63706 -1.80740 1.55949 -0.2 -0.6 0.4 0.42
H 0.89745 -1.47818 0.99690 2.2 0.3 -0.4 0.14
H 4.30799 -1.23983 -0.72310 -0.1 1.1 0.2 0.31
H 4.34698 0.62057 -0.55760 1.1 -0.8 0.1 0.40
H 4.88012 -0.52560 0.75665 -0.1 0.3 0.6 0.39
```
Positions in Å, forces in eV/Å.

## Properties
SMILES string   C=PC(=O)[N+](=C)C(=O)/C=C/CC(C)C
Total charge   +1
ΔE to the lowest compared entry with this formula, charge and spin   421.31 kJ/mol
Lowest unoccupied orbital energy   -0.223 hartree
E_tot   -936.20875 a.u.
Frontier orbital gap   6.929 eV

[3]
Density functional theory data (ωB97M-V/def2-TZVPD) for C10H15NOS in the gas phase at a distorted geometry.

```
28
Properties=species:S:1:pos:R:3:forces:R:3:mulliken_charge:R:1
C 1.83416 2.74907 0.26723 1.5 2.0 -4.4 -0.97
N 1.37424 1.65755 -0.48468 -1.2 -4.0 0.9 -0.46
S 0.82338 0.46219 0.38511 -0.2 0.4 1.5 1.16
O 1.04404 0.32810 1.92406 -0.3 0.3 -4.6 -0.72
C -0.99865 0.27403 0.12919 1.1 0.8 -0.2 -0.14
C -1.62102 0.66489 -1.05022 -0.6 -0.1 0.4 -0.26
C -3.01922 0.66886 -1.13767 1.5 -1.3 3.2 -0.92
C -3.75972 0.16526 -0.03544 3.2 -0.1 -1.0 -0.35
C -3.08903 -0.33041 1.05113 -0.8 0.2 2.3 -0.63
C -1.69304 -0.14610 1.18977 -3.7 -0.5 -1.7 -0.24
C 1.36156 -0.97892 -0.56872 -1.3 -1.4 -0.1 0.41
C 0.85708 -2.29033 0.09270 -1.3 0.0 1.2 -1.31
C 2.87503 -1.09108 -0.56679 -2.5 -0.7 1.8 -1.66
H 2.37648 3.34266 -0.57864 -0.7 -0.3 2.0 0.26
H 2.48795 2.51537 1.01049 2.1 -0.7 2.1 0.37
H 1.05797 3.29171 0.64561 -2.0 2.0 1.1 0.34
H -0.87379 0.95537 -1.73068 0.0 0.8 -1.7 0.50
H -3.67346 0.99542 -1.84430 -0.7 1.1 -2.8 0.45
H -4.78104 0.11400 -0.15116 -2.2 -0.1 0.1 0.47
H -3.71975 -0.69649 1.92910 1.2 0.4 -1.2 0.26
H -1.23897 -0.32186 2.05740 1.8 -0.9 3.4 0.69
H 0.77724 -0.85130 -1.56594 1.5 0.0 1.4 0.40
H 1.42218 -3.18547 -0.17113 0.2 0.3 -0.6 0.46
H 1.00604 -2.29916 1.24575 -0.8 0.4 -1.8 0.29
H -0.19581 -2.46621 -0.26948 0.8 0.0 1.1 0.29
H 3.00869 -2.01788 -1.03848 0.8 -1.7 0.0 0.51
H 3.11957 -1.06169 0.51910 0.8 0.1 -1.1 0.36
H 3.23788 -0.44757 -1.25330 1.9 2.9 -1.3 0.46
```
Positions in Å, forces in eV/Å.

## Properties
SMILES string   CN=[S@@](=O)(c1ccccc1)C(C)C
Total charge   0
ΔE to the lowest compared entry with this formula, charge and spin   234.94 kJ/mol
Lowest unoccupied orbital energy   0.025 hartree
E_tot   -918.06493 a.u.
Frontier orbital gap   9.201 eV

[4]
Density functional theory data (ωB97M-V/def2-TZVPD) for 2 unconnected molecules or ions with the total composition C10H16 at a distorted geometry.

```
26
Properties=species:S:1:pos:R:3:forces:R:3:mulliken_spin:R:1
C -0.26683 -0.65975 2.67399 0.1 -0.3 3.0 -0.02
C 1.20102 -0.15133 2.68156 -0.7 0.5 -0.3 0.03
C -0.79920 -1.10663 1.36561 -0.1 -0.1 -2.0 0.01
H -0.91274 0.07154 3.23891 0.4 -0.2 -1.1 -0.01
H -0.33891 -1.49645 3.40783 0.3 0.1 -0.4 0.00
H 1.46499 0.10518 1.64817 0.2 0.1 0.3 0.02
H 1.30441 0.73676 3.32515 0.0 -0.2 -0.3 0.00
H -0.03634 -1.48625 0.67455 0.4 0.2 0.3 0.02
H -1.20965 -0.27382 0.78650 -0.1 -0.1 0.2 -0.02
H 1.90266 -0.87906 3.07110 0.1 -0.4 -0.1 -0.02
H -1.50323 -1.93616 1.33010 -0.5 0.1 0.7 0.00
C -1.91679 -0.71894 -1.76571 -1.2 -0.9 0.6 -0.04
C 1.71672 1.61637 -1.61273 -2.2 1.2 1.3 -0.16
C 0.48273 2.22768 -1.27166 1.9 -0.2 -0.9 0.35
C 1.75410 0.26261 -1.80102 2.2 -0.3 -0.4 0.22
C -0.64934 1.37298 -1.11523 -0.8 -0.5 -0.3 0.41
C 0.57952 -0.48411 -2.02571 -2.0 -0.3 -0.1 0.15
C -0.64535 0.05342 -1.67218 0.8 1.6 1.0 0.12
H 2.60116 2.23132 -1.53693 0.4 0.0 -0.3 -0.05
H 0.49794 3.31906 -1.29321 -0.5 -0.1 0.4 0.01
H 2.77025 -0.12076 -1.84295 -0.2 -0.7 -0.3 0.00
H -1.47302 1.67731 -0.48488 -0.5 0.2 -0.2 -0.06
H 0.46942 -1.44421 -2.49527 0.8 -0.6 -0.2 0.01
H -2.75242 -0.41364 -1.12142 0.4 0.9 0.0 0.02
H -1.87770 -1.75664 -1.41191 0.7 -0.2 -0.4 0.00
H -2.36339 -0.74648 -2.75267 0.1 0.1 -0.5 0.03
```
Positions in Å, forces in eV/Å.

## Properties
Multiplicity   2
Total charge   -1
ΔE to the lowest compared entry with this formula, charge and spin   94.70 kJ/mol
Lowest unoccupied orbital energy (alpha / beta)   0.142 / 0.140 hartree
E_tot   -390.54715 a.u.
Frontier orbital gap (alpha / beta)   3.164 / 7.172 eV

[5]
Density functional theory data (ωB97M-V/def2-TZVPD) for 2 unconnected molecules or ions with the total composition C10H16 at a distorted geometry.

```
26
Properties=species:S:1:pos:R:3:forces:R:3:mulliken_spin:R:1
C 1.32448 1.17675 2.62258 -0.6 -0.2 0.2 -0.02
C 0.12103 1.95909 2.04312 0.4 -0.5 0.9 0.11
H 1.15351 0.10217 2.56669 0.0 0.0 -0.3 0.02
H 2.28048 1.35333 2.12865 -0.1 0.3 0.2 0.01
H 1.34973 1.38850 3.69134 0.5 0.1 0.1 -0.02
H -0.73522 1.29279 2.09844 -0.2 0.0 -0.6 -0.01
H -0.13927 2.78227 2.70805 0.2 0.4 -0.1 -0.02
H 0.30997 2.32357 1.04583 -0.2 -0.1 -0.4 -0.02
C -1.65979 0.67925 -1.47036 0.0 -0.3 0.4 -0.08
C -2.97242 -0.08552 -1.59080 0.4 -0.4 0.8 0.05
C -0.51251 -0.12915 -0.92001 0.7 -0.2 -0.6 -0.09
C -0.62051 -1.23096 -0.10086 -0.4 0.8 0.7 -0.04
C 0.83200 0.33263 -1.25720 -1.1 0.1 -0.1 0.57
C 0.48167 -1.88262 0.48109 0.3 -0.5 0.1 0.36
C 1.91502 -0.32907 -0.68657 0.5 -0.5 -0.4 -0.16
C 1.79865 -1.45194 0.11101 0.2 0.8 0.0 0.14
H -1.38111 1.06703 -2.45339 0.1 0.1 -0.1 0.03
H -1.77273 1.54914 -0.80993 -0.2 0.2 -0.1 0.01
H -3.80482 0.49796 -1.97243 -0.1 0.1 -0.2 -0.01
H -1.59613 -1.46689 0.32411 -0.1 -0.3 -0.3 0.01
H 0.94706 0.95837 -2.13858 0.2 0.2 0.2 0.09
H 0.32498 -2.69049 1.19119 0.0 0.0 -0.1 0.06
H 2.89750 0.02021 -0.98788 0.2 -0.1 0.1 -0.04
H 2.73028 -1.86042 0.49615 -0.3 -0.3 0.2 0.05
H -3.24533 -0.49630 -0.61260 -0.2 0.3 0.0 0.00
H -2.79007 -0.98217 -2.17384 -0.2 -0.1 -0.5 -0.01
```
Positions in Å, forces in eV/Å.

## Properties
Multiplicity   2
Total charge   -1
ΔE to the lowest compared entry with this formula, charge and spin   27.76 kJ/mol
Lowest unoccupied orbital energy (alpha / beta)   0.147 / 0.143 hartree
E_tot   -390.57265 a.u.
Frontier orbital gap (alpha / beta)   3.233 / 7.201 eV

[6]
Density functional theory data (ωB97M-V/def2-TZVPD) for 2 unconnected molecules or ions with the total composition C10H16.

```
26
Properties=species:S:1:pos:R:3:forces:R:3:mulliken_charge:R:1
C -2.92256 -1.15920 -0.27270 -0.1 -0.1 0.1 -0.35
C -2.09380 -1.73352 -1.23725 0.0 -0.1 0.0 -0.35
C -1.55808 -0.94466 -2.25597 0.1 -0.1 -0.1 -0.35
C -1.85114 0.41852 -2.31013 0.1 0.1 -0.1 -0.35
C -2.67990 0.99284 -1.34557 0.0 0.2 0.0 -0.35
C -3.21561 0.20399 -0.32686 -0.1 0.1 0.1 -0.34
H -3.34411 -1.77994 0.52892 0.2 0.3 -0.4 0.35
H -1.86320 -2.80619 -1.19463 -0.1 0.5 0.0 0.35
H -0.90594 -1.39659 -3.01497 -0.3 0.2 0.4 0.35
H -1.42959 1.03926 -3.11175 -0.2 -0.3 0.4 0.35
H -2.91050 2.06551 -1.38819 0.1 -0.5 0.0 0.35
H -3.86776 0.65591 0.43214 0.3 -0.2 -0.4 0.34
C 2.44741 1.13234 -0.02729 0.0 0.0 -0.1 -1.39
C 1.65525 0.29831 0.97930 -0.3 0.0 -0.1 1.12
C 2.20558 -1.12587 1.05142 -0.1 -0.1 0.0 -1.39
C 1.67635 0.95524 2.35928 -0.1 0.0 0.1 -1.41
H 3.50031 1.19769 0.29479 -0.3 0.0 -0.2 0.34
H 2.03669 2.15367 -0.09668 0.2 -0.3 0.0 0.35
H 2.41378 0.67086 -1.02853 0.1 0.2 0.3 0.34
H 0.60222 0.24673 0.63526 0.4 0.0 0.1 -0.05
H 3.25429 -1.09964 1.39218 -0.3 -0.1 -0.1 0.34
H 1.62028 -1.73483 1.76079 0.3 0.2 -0.3 0.35
H 2.16967 -1.60864 0.06033 0.0 0.1 0.4 0.34
H 1.25837 1.97490 2.31239 0.2 -0.3 0.1 0.36
H 1.08606 0.36589 3.08098 0.2 0.3 -0.2 0.36
H 2.71589 1.01751 2.72270 -0.3 0.0 0.0 0.33
```
Positions in Å, forces in eV/Å.

## Properties
SMILES string   c1ccccc1.CC(C)C
Total charge   0
ΔE to the lowest compared entry with this formula, charge and spin   14.82 kJ/mol
Lowest unoccupied orbital energy   0.035 hartree
E_tot   -390.63023 a.u.
Frontier orbital gap   10.405 eV